# 1
This record from OMol25 describes 7 unconnected molecules or ions with the total composition C19H54FN3O9S7 at a distorted geometry. The level of theory is the ωB97M-V functional and the def2-TZVPD basis.

Each line ends with the Mulliken charge.
Atoms and positions in Å:
H1 4.817 0.200 2.497  0.225
H2 -5.223 3.367 -1.135  0.412
C1 0.094 1.610 4.123  -0.911
H3 -0.800 1.780 3.525  0.236
H4 -3.236 4.690 -2.761  0.329
H5 -0.059 -6.965 1.849  0.297
H6 -0.844 -7.538 3.338  0.326
C2 -1.519 0.361 -1.405  -1.448
C3 4.667 -0.117 -1.141  -0.998
H7 3.962 -0.172 -1.969  0.252
C4 5.522 -3.825 -4.677  -0.988
H8 2.302 9.118 -2.282  0.313
H9 6.236 -4.920 -1.257  0.313
H10 1.194 0.268 -1.260  0.202
H11 5.086 -4.785 -4.952  0.365
H12 -6.697 -6.814 -0.557  0.331
C5 0.543 7.831 0.659  -0.881
H13 1.141 8.429 1.347  0.390
N1 -2.909 0.693 -1.038  0.896
H14 0.861 2.334 3.847  0.297
H15 7.252 -4.854 -2.717  0.304
C6 -3.931 -4.714 0.623  -0.744
H16 0.120 1.954 -3.391  0.315
O1 3.018 1.263 0.431  -0.581
H17 1.003 6.854 0.508  0.260
O2 -0.480 1.677 0.395  -0.324
O3 -4.289 -1.463 -1.003  -0.661
C7 -0.769 -6.709 2.633  -0.670
S1 0.403 8.691 -0.917  0.460
C8 -0.533 1.512 -1.005  0.882
H18 -1.354 -4.331 5.347  0.308
N2 -3.761 0.889 -2.128  -0.598
C9 2.139 0.039 4.842  -0.992
H19 -2.094 4.318 -0.064  0.217
H20 5.771 -5.859 -2.695  0.365
F1 -4.815 0.248 0.657  -0.261
H21 -1.740 -6.497 2.187  0.076
H22 -6.594 -5.629 0.768  0.296
O4 -0.274 7.766 -1.868  -0.564
S2 -3.646 -0.523 -0.102  1.134
C10 5.170 0.103 1.471  -1.001
H23 5.785 -0.792 1.381  0.377
S3 3.734 -0.045 0.394  0.717
H24 -6.299 -5.118 -0.921  0.340
H25 -1.423 5.281 -1.399  0.143
H26 6.589 -3.815 -4.898  0.309
H27 -4.119 -3.947 -0.129  0.252
C11 -3.553 4.687 -1.705  -0.692
H28 -2.482 -5.035 4.164  0.284
H29 5.027 -3.029 -5.231  0.322
H30 -2.624 5.998 -0.253  0.274
H31 2.687 -0.897 4.752  0.344
O5 1.160 -0.078 2.377  -0.534
H32 -0.459 7.703 1.066  0.293
H33 -1.548 -6.099 5.259  0.322
S4 0.683 -0.058 3.788  0.396
C12 -6.182 -5.925 -0.197  -0.917
C13 -1.533 -5.174 4.681  -0.869
H34 -4.732 2.378 -3.197  0.303
H35 1.616 1.992 -1.221  0.267
S5 -4.435 -6.320 -0.019  0.486
H36 5.747 0.988 1.198  0.320
H37 0.142 1.043 0.797  0.196
H38 -0.152 1.701 5.181  0.420
H39 0.693 0.439 -3.448  0.308
C14 6.230 -4.934 -2.345  -0.958
O6 -4.313 -7.304 1.096  -0.627
S6 5.261 -3.530 -2.920  0.580
H40 2.773 0.867 4.521  0.274
O7 1.050 -5.587 4.212  -0.678
O8 -2.787 -1.099 0.899  -0.521
H41 -4.482 -4.488 1.537  0.345
H42 5.298 -1.006 -1.144  0.416
C15 0.881 1.272 -1.598  -0.753
H43 -1.384 0.214 -2.492  0.379
C16 -2.336 5.093 -0.813  -0.737
H44 -0.955 2.434 -1.452  -0.100
S7 -0.196 -5.230 3.476  0.598
C17 -4.143 3.267 -1.332  -0.352
H45 -3.650 2.967 -0.398  0.281
H46 -3.501 0.324 -2.931  0.229
H47 -1.130 -0.554 -0.921  0.444
H48 1.827 0.180 5.877  0.392
O9 6.016 -2.295 -2.563  -0.633
H49 5.279 0.781 -1.245  0.349
H50 2.517 7.630 -1.328  0.293
H51 -2.865 -4.753 0.842  0.251
N3 0.895 1.367 -3.084  -0.645
H52 -4.369 5.409 -1.556  0.407
H53 -2.981 2.610 -3.112  0.315
C18 -3.865 2.311 -2.512  -0.832
C19 2.162 8.661 -1.304  -0.917
H54 2.708 9.233 -0.553  0.357

# 2
This record from OMol25 describes 7 unconnected molecules or ions with the total composition C19H54N2O7 at a distorted geometry. The level of theory is the ωB97M-V functional and the def2-TZVPD basis.

- ΔE to the lowest compared entry with this formula, charge and spin: 52.4 kJ/mol
- Structure (SMILES): COC[C@H](C)N.COC[C@H](C)N.CC(C)O.CCO.CCO.CCO.CCO

Each line ends with the Mulliken charge.
Atoms and positions in Å:
H1 12.536 9.218 7.737  0.249
H2 13.469 9.131 14.575  0.479
H3 12.228 11.655 17.136  0.296
H4 11.541 8.248 15.848  0.214
H5 6.872 10.952 11.361  0.047
H6 10.216 14.916 7.950  0.045
H7 12.997 8.178 13.155  0.460
N1 12.684 6.592 15.168  -0.711
H8 11.937 13.671 8.811  0.245
H9 6.867 9.068 9.579  0.231
C1 9.637 11.573 11.147  -1.140
H10 9.753 12.529 14.928  0.498
H11 12.114 13.284 6.247  0.334
H12 10.625 14.027 15.052  0.392
C2 11.455 16.220 6.732  -1.442
H13 10.654 6.972 13.344  0.309
H14 12.338 16.036 6.119  0.394
H15 10.489 13.639 5.712  0.386
C3 8.512 8.356 13.310  -0.589
C4 11.432 7.595 10.321  -0.413
C5 11.765 12.221 15.282  1.935
H16 11.238 6.542 10.523  0.497
H17 11.613 10.877 9.441  0.154
C6 10.454 7.400 14.326  -0.685
C7 11.810 7.739 14.923  0.446
H18 9.000 14.801 10.931  0.167
H19 9.774 17.754 11.561  0.298
C8 6.009 10.639 10.773  -0.947
C9 14.569 13.014 12.915  -0.872
C10 9.315 16.951 10.985  -0.316
O1 5.994 8.483 11.414  -0.488
H20 11.753 11.177 14.970  -0.876
O2 11.451 11.804 9.626  -0.332
H21 10.756 12.123 17.041  0.322
H22 5.864 7.556 11.201  0.263
C11 9.624 15.507 11.478  -0.693
C12 13.155 12.803 14.883  -1.159
H23 10.492 8.145 10.363  0.002
H24 12.184 7.900 11.049  -0.008
N2 11.677 12.397 16.729  -0.844
C13 11.181 14.846 7.447  0.980
H25 8.864 8.237 12.286  0.117
H26 15.436 12.488 13.316  0.303
C14 10.674 13.026 14.624  -1.205
H27 9.398 11.519 12.210  0.357
H28 9.075 12.339 10.613  0.280
H29 7.896 9.248 13.424  0.208
H30 8.028 7.416 13.576  0.433
H31 9.459 15.352 12.544  0.347
H32 7.465 17.192 10.290  0.303
O3 13.287 12.550 13.493  -0.073
H33 9.290 10.642 10.699  0.358
H34 12.086 9.616 13.672  -0.275
C15 11.118 11.792 10.987  0.371
C16 11.132 13.608 6.592  -1.401
O4 9.616 8.555 14.179  -0.264
O5 12.320 9.082 8.662  -0.437
H35 9.952 6.672 14.963  0.358
O6 12.136 14.545 8.466  -0.611
O7 7.914 17.022 11.122  -0.548
H36 11.207 7.486 8.177  0.352
H37 11.332 12.781 11.393  -0.248
H38 13.957 12.388 15.494  0.424
H39 12.754 6.988 8.690  0.351
H40 5.900 11.371 9.974  0.385
C17 12.623 8.732 14.016  -0.941
H41 13.269 13.865 15.096  0.443
H42 14.668 14.065 13.184  0.352
H43 12.147 5.918 15.694  0.261
H44 9.604 16.990 9.935  0.183
H45 5.145 10.819 11.413  0.360
H46 13.409 6.927 15.787  0.278
C18 11.999 7.751 8.877  -0.608
H47 11.705 17.017 7.431  0.346
H48 5.208 9.041 9.518  0.384
H49 11.606 11.040 11.607  0.160
C19 6.009 9.235 10.231  -0.211
H50 10.834 13.148 13.553  -0.156
H51 10.591 16.534 6.147  0.351
H52 10.681 15.289 11.324  0.272
H53 10.842 12.770 7.226  0.321
H54 14.513 12.887 11.834  0.192

| no. | orbital gap (eV) |
| --- | --- |
| 1 | 8.73 |
| 2 | 9.98 |